[1]
44
Properties=species:S:1:pos:R:3:mulliken_charge:R:1 method="wB97M-V/def2-TZVPD" spin_multiplicity=1 homo_lumo_gap_ev=8.563 de_lowest_kcal_mol=19.0 total_energy_ha=-1597.65559
C 4.31 0.66 -1.12 -1.139
N 2.89 0.85 -1.01 -0.443
C 2.07 -0.11 -1.14 0.576
N 2.39 -1.42 -1.35 -0.156
C 1.57 -2.53 -1.52 0.369
C 0.38 -2.47 -2.23 -0.263
C -0.42 -3.60 -2.41 -1.179
C 0.02 -4.78 -1.87 1.039
C 1.23 -4.85 -1.18 0.786
C 2.02 -3.75 -0.99 -1.384
H 2.95 -3.82 -0.44 0.400
O 1.45 -6.14 -0.76 -0.487
C 0.33 -6.88 -1.21 -0.258
O -0.55 -6.03 -1.91 -0.474
H -0.19 -7.31 -0.34 0.245
H 0.66 -7.69 -1.87 0.243
H -1.34 -3.55 -2.96 0.430
H 0.07 -1.54 -2.68 0.653
H 3.36 -1.64 -1.13 0.206
S 0.35 0.28 -0.97 -0.291
C 0.47 2.01 -0.39 0.374
C -0.36 2.99 -1.20 -0.675
C -1.32 3.61 -0.21 0.437
O -2.15 4.44 -0.43 -0.589
N -1.09 3.03 1.03 0.265
C -0.06 2.10 1.03 -0.042
O 0.33 1.49 1.98 -0.587
C -1.83 3.35 2.19 0.404
C -2.32 2.33 3.00 -0.272
C -3.05 2.65 4.13 -0.689
C -3.30 3.97 4.46 -0.391
C -2.81 4.98 3.64 -0.673
C -2.07 4.68 2.51 -0.249
H -1.70 5.46 1.88 0.361
H -3.00 6.02 3.89 0.365
H -3.87 4.22 5.34 0.384
H -3.42 1.86 4.76 0.362
H -2.13 1.30 2.74 0.381
H 0.24 3.78 -1.66 0.272
H -0.93 2.50 -1.99 0.284
H 1.56 2.19 -0.42 0.380
H 4.71 0.07 -0.29 0.364
H 4.77 1.65 -1.09 0.319
H 4.60 0.17 -2.06 0.342

***

[2]
60
Properties=species:S:1:pos:R:3:mulliken_charge:R:1 method="wB97M-V/def2-TZVPD" total_charge=+1 spin_multiplicity=1 homo_lumo_gap_ev=4.813 total_energy_ha=-4421.70587
O -3.13 -1.37 1.60 -0.523
C -3.71 -0.32 0.97 0.465
C -4.88 0.62 1.67 0.316
P -5.41 0.22 3.50 0.134
S -5.61 -1.71 3.82 -0.365
C -5.50 1.75 0.92 -0.570
C -5.10 2.17 -0.65 0.486
O -5.84 3.16 -1.18 -0.509
C -3.90 1.35 -1.43 0.168
C -3.23 0.07 -0.58 -0.263
C -2.06 -0.88 -1.23 -0.666
C -1.51 -0.57 -2.77 0.576
C -0.37 -1.61 -3.35 -0.609
C 1.02 -0.91 -3.85 -0.974
C 2.18 -0.77 -2.69 0.828
F 1.62 -0.02 -1.53 -0.224
F 3.24 0.13 -3.28 -0.317
C 2.94 -2.17 -2.30 0.343
F 4.19 -2.19 -3.14 -0.289
F 2.17 -3.40 -2.75 -0.273
C 3.44 -2.28 -0.74 0.705
F 4.20 -1.04 -0.45 -0.281
F 4.46 -3.40 -0.72 -0.310
C 2.28 -2.66 0.34 0.348
F 2.45 -4.13 0.65 -0.269
F 0.89 -2.56 -0.24 -0.185
C 2.25 -1.72 1.69 0.767
F 2.02 -0.26 1.37 -0.312
F 1.02 -2.13 2.45 -0.324
C 3.51 -1.94 2.72 0.531
F 2.99 -2.71 3.91 -0.257
F 4.60 -2.82 2.16 -0.280
C 4.26 -0.56 3.21 0.539
F 4.85 0.25 2.12 -0.215
F 5.42 -1.01 4.06 -0.298
C 3.35 0.42 4.16 0.691
F 4.01 0.70 5.47 -0.336
F 3.30 1.75 3.45 -0.268
F 1.94 0.01 4.33 -0.183
C -2.14 0.70 -3.60 0.106
F -1.60 0.92 -4.99 -0.338
C -3.33 1.67 -2.93 0.364
P -4.02 3.16 -3.96 0.566
O -5.76 2.95 -4.22 -0.496
O -3.31 3.31 -5.54 -0.477
S -3.66 4.86 -3.02 -0.333
H -6.71 0.81 3.76 0.116
H -4.41 0.68 4.47 0.120
H -6.36 2.36 1.48 0.216
H -1.63 -1.79 -0.59 0.205
H -0.85 -2.12 -4.31 0.374
H -0.21 -2.47 -2.57 0.297
H 0.75 0.20 -4.19 0.398
H 1.47 -1.44 -4.82 0.356
H -5.82 2.51 -5.14 0.340
H -2.35 3.60 -5.39 0.364
O 5.26 3.31 5.87 -0.372
H 4.90 2.40 5.68 0.458
H 6.15 3.43 5.45 0.467
H 5.29 3.50 6.84 0.472

***

[3]
73
Properties=species:S:1:pos:R:3:lowdin_spin:R:1 method="wB97M-V/def2-TZVPD" total_charge=+2 spin_multiplicity=2 homo_lumo_gap_ev="6.960 / 6.990" total_energy_ha=-2374.44442
Ce -0.34 -0.63 1.45 1.023
C 2.40 1.62 2.47 0.000
C 3.43 0.71 1.70 0.000
C 4.66 1.56 1.32 0.000
P 2.51 -0.11 0.37 -0.004
C 3.63 -1.37 -0.34 -0.001
C 4.82 -0.95 -1.13 0.000
C 2.85 -2.45 -1.08 0.000
C 2.12 1.20 -0.85 0.000
C 3.11 1.92 -1.53 0.000
C 2.89 3.12 -2.10 0.000
C 1.59 3.56 -2.14 0.000
C 0.56 2.89 -1.55 0.000
C 0.83 1.76 -0.78 0.000
N -0.21 1.09 -0.04 -0.008
C -1.21 1.85 0.69 0.000
C -0.85 3.08 1.30 0.000
C -1.73 3.64 2.17 0.000
C -2.99 3.02 2.43 -0.001
C -3.38 1.87 1.79 0.000
C -2.47 1.28 0.87 -0.002
P -2.79 -0.31 0.04 -0.003
C -4.44 -0.99 0.50 -0.001
C -5.58 -0.48 -0.27 0.000
C -4.33 -2.51 0.31 0.000
C -2.66 -0.03 -1.76 0.000
C -3.00 1.39 -2.19 0.000
C -1.38 -0.57 -2.46 0.000
H 2.89 2.20 3.24 0.000
H 1.54 1.11 2.95 0.000
H 1.97 2.30 1.75 0.000
H 3.69 -0.16 2.35 0.000
H 4.44 2.52 0.81 0.000
H 5.47 1.05 0.77 0.000
H 5.22 1.77 2.24 0.000
H 4.04 -1.83 0.56 0.000
H 4.58 -0.64 -2.13 0.000
H 5.50 -1.80 -1.22 0.000
H 5.40 -0.12 -0.67 0.000
H 2.26 -2.02 -1.92 0.000
H 2.13 -3.01 -0.47 0.000
H 3.56 -3.19 -1.55 0.000
H 4.11 1.58 -1.37 0.000
H 3.70 3.82 -2.36 0.000
H 1.39 4.52 -2.64 0.000
H -0.44 3.16 -1.75 0.000
H 0.10 3.54 1.03 0.000
H -1.38 4.53 2.63 0.000
H -3.71 3.46 3.07 0.000
H -4.38 1.48 1.85 0.000
H -4.53 -0.73 1.53 0.000
H -5.45 -0.71 -1.31 0.000
H -5.91 0.54 -0.14 0.000
H -6.44 -1.10 0.05 0.000
H -3.92 -2.75 -0.68 0.000
H -5.30 -2.97 0.48 0.000
H -3.58 -2.94 0.99 0.000
H -3.45 -0.72 -2.08 0.000
H -2.20 2.11 -1.96 0.000
H -3.92 1.81 -1.73 0.000
H -3.07 1.36 -3.27 0.000
H -0.49 0.07 -2.37 0.000
H -1.56 -0.64 -3.52 0.000
H -1.13 -1.56 -2.12 0.000
N -0.16 -5.26 0.51 0.000
C 0.52 -5.28 1.68 0.000
C 0.60 -3.97 2.02 0.000
N -0.03 -3.16 1.11 -0.002
C -0.49 -3.99 0.16 0.000
H -0.39 -6.07 -0.06 0.000
H 0.88 -6.15 2.16 0.000
H 0.97 -3.53 2.92 0.000
H -1.05 -3.78 -0.73 0.000

***

[4]
45
Properties=species:S:1:pos:R:3:mulliken_charge:R:1 method="wB97M-V/def2-TZVPD" smiles="O=C(CCC(=O)OCC(=O)c1ccc(Cl)cc1Cl)Nc1cccc2cccnc12" spin_multiplicity=1 homo_lumo_gap_ev=8.175 total_energy_ha=-2140.76981
O 3.45 0.20 -1.94 -0.664
C 2.46 -0.48 -2.11 0.449
N 1.18 -0.05 -1.95 0.085
C 0.73 1.21 -1.58 -0.739
C 1.53 2.30 -1.33 -0.638
C 0.96 3.53 -0.99 -0.865
C -0.40 3.69 -0.91 -0.896
C -1.25 2.60 -1.15 0.849
C -2.66 2.67 -1.09 -0.446
C -3.40 1.54 -1.31 -0.525
C -2.73 0.34 -1.61 -0.480
N -1.43 0.24 -1.70 -0.358
C -0.68 1.34 -1.48 1.147
H -3.28 -0.57 -1.78 0.460
H -4.47 1.56 -1.26 0.438
H -3.13 3.62 -0.86 0.461
H -0.83 4.65 -0.65 0.413
H 1.62 4.37 -0.79 0.386
H 2.61 2.20 -1.40 0.556
H 0.41 -0.71 -2.02 0.359
C 2.55 -1.94 -2.54 -0.787
H 3.37 -2.03 -3.26 0.442
C 2.86 -2.82 -1.33 -0.551
C 1.71 -2.83 -0.35 0.695
O 0.57 -2.50 -0.62 -0.587
O 2.07 -3.24 0.85 -0.367
C 1.06 -3.25 1.86 -1.106
C -0.34 -2.79 1.39 0.931
O -1.19 -3.64 1.20 -0.643
C -0.71 -1.35 1.50 0.039
C 0.14 -0.24 1.53 1.233
C -0.36 1.04 1.71 -1.067
C -1.73 1.23 1.84 0.505
C -2.60 0.16 1.76 -0.895
C -2.08 -1.10 1.59 -0.821
H -2.73 -1.96 1.53 0.529
H -3.67 0.31 1.85 0.465
Cl -2.33 2.82 2.10 -0.174
H 0.31 1.88 1.73 0.498
Cl 1.85 -0.34 1.34 -0.146
H 0.96 -4.28 2.20 0.409
H 1.42 -2.62 2.68 0.442
H 3.04 -3.85 -1.64 0.354
H 3.75 -2.46 -0.81 0.332
H 1.62 -2.27 -3.01 0.278

***

[5]
84
Properties=species:S:1:pos:R:3:mulliken_charge:R:1 method="wB97M-V/def2-TZVPD" spin_multiplicity=1 homo_lumo_gap_ev=10.114 de_lowest_kcal_mol=79.2 total_energy_ha=-2140.32119
O 3.82 -0.26 1.36 -0.626
H 3.28 -0.60 0.65 0.315
H 4.71 -0.52 1.12 0.281
O 1.87 -2.51 4.31 -0.556
H 1.94 -1.55 4.30 0.380
H 2.11 -2.76 5.21 0.291
O 1.83 -2.86 -2.96 -0.746
H 1.52 -3.64 -2.51 0.277
H 1.46 -2.13 -2.46 0.383
O -0.62 2.05 4.06 -0.724
H -0.80 1.59 4.88 0.356
H -0.66 1.37 3.39 0.448
O 1.57 2.12 -3.84 -0.572
H 1.93 2.95 -4.14 0.319
H 1.56 1.56 -4.62 0.080
O -3.27 0.53 1.88 -0.521
H -2.76 0.23 2.64 0.158
H -4.16 0.63 2.21 0.255
O -0.81 -3.03 1.58 -0.382
H -0.25 -3.78 1.78 0.274
H -0.46 -2.69 0.75 0.124
O 1.22 -1.50 -5.25 -0.553
H 1.92 -1.82 -4.69 0.282
H 1.57 -0.68 -5.62 0.271
O 1.96 0.35 3.98 -0.481
H 2.60 0.29 3.27 0.152
H 2.40 0.88 4.65 0.249
O -2.18 0.15 -6.30 -0.610
H -1.60 -0.43 -6.80 0.306
H -2.14 -0.19 -5.40 0.322
O -0.10 4.51 -3.90 -0.633
H 0.20 3.61 -3.74 0.372
H 0.13 4.68 -4.81 0.281
O 0.08 -0.95 -0.34 -0.146
H 0.23 -0.18 0.21 0.225
H 0.08 -0.61 -1.24 0.232
O -4.88 -1.02 -3.31 -0.661
H -4.75 -1.02 -2.36 0.440
H -5.32 -0.19 -3.49 0.282
O 4.43 -3.58 -2.49 -0.662
H 3.66 -3.01 -2.55 0.411
H 4.33 -4.20 -3.21 0.289
O 0.36 4.55 3.44 -0.644
H 0.78 4.82 2.62 0.380
H 0.08 3.65 3.27 0.369
O -2.67 0.87 -3.38 -0.653
H -2.90 -0.05 -3.50 0.257
H -3.25 1.35 -3.97 0.267
O -4.73 -0.69 -0.53 -0.704
H -3.91 -1.18 -0.44 0.379
H -4.50 0.21 -0.30 0.293
O 2.54 3.85 -1.59 -0.679
H 2.10 3.06 -1.88 0.253
H 2.56 3.78 -0.63 0.503
O -0.80 -0.56 3.11 -0.232
H -0.79 -1.48 2.83 0.047
H 0.08 -0.40 3.45 0.060
O 0.18 -0.05 5.87 -0.616
H 0.80 -0.67 6.25 0.276
H 0.61 0.26 5.07 0.294
O -0.16 0.22 -2.81 -0.662
H 0.45 0.96 -2.86 0.334
H -1.01 0.59 -3.05 0.449
O -2.63 -3.74 3.62 -0.599
H -2.76 -4.69 3.69 0.265
H -2.15 -3.64 2.79 0.376
O 3.00 1.21 -0.98 -0.550
H 3.74 1.23 -0.36 0.292
H 2.23 1.17 -0.42 0.245
O -3.12 -2.96 0.06 -0.661
H -3.09 -3.91 -0.06 0.227
H -2.41 -2.77 0.68 0.419
O 1.83 4.45 0.91 -0.754
H 1.64 5.22 0.37 0.306
H 2.68 4.65 1.32 0.304
O -2.11 2.48 0.50 -0.700
H -2.41 1.75 1.03 0.334
H -2.86 3.07 0.45 0.261
O 1.15 -4.62 2.22 -0.620
H 1.72 -5.38 2.28 0.265
H 1.18 -4.22 3.09 0.287
O 0.50 1.60 0.60 -0.198
H 0.83 2.51 0.60 0.032
H -0.44 1.69 0.44 0.321